# 1
A structure of composition C5H3LiO3Y, computed with the ωB97M-V functional and the def2-TZVPD basis.

XYZ file:
```
13
Properties=species:S:1:pos:R:3:forces:R:3
C -0.100793 1.725373 1.079731 0.3525 2.7710 -0.1176
C -0.323305 -2.483208 -1.428894 -0.3682 -0.4568 -0.0958
H -0.469455 2.016110 2.084818 0.0801 -0.0712 -0.3542
C 0.338396 -0.389545 -0.239171 5.6645 1.0441 -2.1041
H -2.227394 0.412474 1.935363 0.2056 -0.0925 -0.1286
H -1.689627 -1.266710 1.337966 -0.4929 0.2370 -0.7490
C -0.462248 0.391299 0.648130 -2.9111 -1.5488 1.5485
Y 2.525024 -2.183305 -3.152723 -0.7592 -0.1286 0.5346
Li 1.449372 2.173427 -1.115199 0.1711 -0.2230 0.3242
O 1.546522 0.042941 -0.652278 -5.0068 -1.5375 0.7325
O 0.541991 2.575283 0.445482 -0.6030 -1.6254 0.5185
O 0.458350 -2.831586 -2.225858 0.8925 1.0174 0.2745
C -1.586833 -0.182552 1.282635 2.7751 0.6142 -0.3836
```
Positions in Å, forces in eV/Å.

The strongest force on any atom is 6.1 eV/A. Its frontier orbital gap (alpha / beta) is 6.564 / 3.749 eV. The charge is +2. The value obtained for the LUMO energy (alpha / beta) is -8.28 / -9.81 eV. As for the spin multiplicity: 2. For the electronic energy, the calculation gives -12601.4068 eV. Its expectation value of S² is 1.054.


# 2
The molecule C5H3N, computed with the ωB97M-V functional and the def2-TZVPD basis.

XYZ file:
```
9
Properties=species:S:1:pos:R:3:forces:R:3
H -0.381811 -2.090644 -0.688790 -0.3810 -2.5500 0.1367
C -0.107859 1.137196 -0.385166 0.6876 -0.6832 0.8913
C -0.084672 -0.216616 0.674974 -1.8565 2.1547 1.6615
H -0.482258 2.128437 -0.075646 0.0679 -0.5672 -0.7240
C 1.237013 0.768758 0.126320 -0.7752 -0.3366 -0.3276
N 1.116194 -0.675772 0.133313 2.4823 -1.1530 -1.6238
C -0.935654 0.063598 -0.957882 0.4881 -0.8124 0.7723
C -0.106196 -1.117036 -0.573919 -0.0356 4.9277 0.1442
H -0.254755 0.002078 1.746797 -0.6777 -0.9799 -0.9305
```
Positions in Å, forces in eV/Å.

The strongest force on any atom is 4.9 eV/A. Its frontier orbital gap is 9.865 eV. The value obtained for the LUMO energy is 0.82 eV. The energy above the lowest of the compared OMol25 structures with the same formula, charge and spin is 5.921 eV. For the electronic energy, the calculation gives -6714.8018 eV.


# 3
The molecule C5H3N, computed with the ωB97M-V functional and the def2-TZVPD basis.

XYZ file:
```
9
Properties=species:S:1:pos:R:3:forces:R:3
C 0.930753 0.428236 0.528095 1.9437 -2.2872 0.6418
C -0.384638 -1.138824 -0.505675 -0.5678 -1.1613 -0.5961
C -0.075687 1.222618 0.206270 -0.9807 1.2128 0.1158
C -1.012938 1.988715 -0.015382 1.5478 -0.8317 0.1374
N -1.353890 -0.689120 -0.918661 -1.1384 -0.9019 -0.8372
H 1.799798 -1.530598 -0.255089 -0.7800 0.9064 -0.9343
H -1.762530 2.661037 -0.279768 -0.7978 0.5922 -0.0969
C 0.850473 -1.141576 0.180410 1.9365 1.7144 1.3545
H 1.008659 -1.800488 1.059800 -1.1634 0.7562 0.2151
```
Positions in Å, forces in eV/Å.

The strongest force on any atom is 3.1 eV/A. Its frontier orbital gap (alpha / beta) is 7.137 / 7.142 eV. The value obtained for the LUMO energy (alpha / beta) is -1.58 / -1.57 eV. The energy above the lowest of the compared OMol25 structures with the same formula, charge and spin is 3.841 eV. For the electronic energy, the calculation gives -6716.8825 eV.


# 4
The molecule C5H3N, computed with the ωB97M-V functional and the def2-TZVPD basis.

XYZ file:
```
9
Properties=species:S:1:pos:R:3:forces:R:3
N -2.179874 0.042778 -0.041240 -2.1686 -0.7363 0.2823
H 2.143398 -0.175675 -0.043876 -2.0225 1.0570 -0.2579
H 0.369260 2.257531 -0.160149 0.6708 -0.9320 0.4780
C -1.174470 -0.832001 0.028409 1.1897 -0.0175 -0.0894
H 0.653712 -2.175005 0.195679 -1.2397 1.7057 -0.7920
C -1.172561 0.832080 0.051377 2.9502 -0.0066 -0.4796
C 0.178107 -1.142251 -0.011036 0.5853 -0.9646 0.9250
C 0.188592 1.185177 0.036190 -0.7983 0.0787 -0.8384
C 0.993834 0.007366 -0.055352 0.8331 -0.1846 0.7720
```
Positions in Å, forces in eV/Å.

The strongest force on any atom is 3.0 eV/A. Its frontier orbital gap is 8.651 eV. The value obtained for the LUMO energy is 0.24 eV. The SMILES is c1cc2nc-2c1. The energy above the lowest of the compared OMol25 structures with the same formula, charge and spin is 2.501 eV. For the electronic energy, the calculation gives -6718.2224 eV.


# 5
The molecule C5H3N3, computed with the ωB97M-V functional and the def2-TZVPD basis.

XYZ file:
```
11
Properties=species:S:1:pos:R:3:forces:R:3
N -0.129421 0.432117 -2.055077 -0.1328 0.8354 0.1369
C 0.183589 -0.134583 1.319628 -1.1002 0.7342 -1.6113
H 0.128938 -0.627630 2.265444 0.3179 -0.4126 0.2221
N -0.396634 -0.997007 -2.132986 0.6358 -1.3315 1.3723
C -0.005882 0.724981 -0.828105 0.0511 -2.1895 0.8043
H 0.417147 2.029602 2.012063 0.1918 0.1854 0.1081
H -0.415577 -2.602768 -0.799251 0.0620 0.1569 -0.1650
N 0.269411 1.855344 -0.063223 -0.0998 -0.2563 2.7696
C 0.310596 1.364599 1.171089 0.1635 1.3389 -2.0479
C -0.097787 -0.505250 0.060604 1.0020 0.6540 -0.2131
C -0.264379 -1.539405 -0.950186 -1.0913 0.2852 -1.3760
```
Positions in Å, forces in eV/Å.

The strongest force on any atom is 2.8 eV/A. Its frontier orbital gap is 7.558 eV. The value obtained for the LUMO energy is -2.12 eV. The SMILES is C1=NN=C2N=CC=C12. The energy above the lowest of the compared OMol25 structures with the same formula, charge and spin is 2.614 eV. For the electronic energy, the calculation gives -9700.2059 eV.


# 6
The molecule C5H3N3O, computed with the ωB97M-V functional and the def2-TZVPD basis.

XYZ file:
```
12
Properties=species:S:1:pos:R:3:forces:R:3
N -0.294968 0.653698 0.647369 1.6329 -1.9439 0.3596
H 0.763286 2.473206 0.399823 0.0278 -1.6573 -1.8107
C -2.361624 -0.508502 -0.196598 -6.3344 0.6466 1.2745
N 1.858166 0.839194 -0.406587 0.0216 -0.7466 -1.2093
H 0.104382 -1.525191 1.226592 -0.1013 -0.7813 1.0338
C 0.235956 -0.815260 0.471449 -0.5226 4.0899 -4.2573
H -0.855194 0.158774 -1.353062 0.2743 -0.7809 0.9080
N -3.549761 -0.451522 -0.156616 4.5429 -0.7291 -0.2121
O 2.617115 -1.467900 -0.057809 -4.5725 5.2476 -2.3372
C 0.785796 1.378258 -0.003645 -0.4159 2.7060 3.3106
C -1.004899 -0.180195 -0.287877 3.3160 -0.4476 -2.1196
C 1.701746 -0.554557 -0.283041 2.1313 -5.6033 5.0597
```
Positions in Å, forces in eV/Å.

The strongest force on any atom is 7.8 eV/A. Its frontier orbital gap is 9.451 eV. The value obtained for the LUMO energy is -1.40 eV. The SMILES is N#C[C@@H]1[C@H]2C(=O)N=CN12. The energy above the lowest of the compared OMol25 structures with the same formula, charge and spin is 3.067 eV. For the electronic energy, the calculation gives -11746.9637 eV.


# 7
The molecule C5H3N3O2, computed with the ωB97M-V functional and the def2-TZVPD basis.

XYZ file:
```
13
Properties=species:S:1:pos:R:3:forces:R:3
N 2.211181 1.970652 -0.795447 0.5853 0.4959 -0.3548
C 0.436373 -0.700350 0.697041 -3.6506 0.9113 0.1871
C 1.346192 1.496398 -0.223010 0.5354 0.0119 -0.0557
C 1.463037 -1.458123 0.109136 0.8549 -0.4216 0.2313
O -2.669125 0.075249 -1.255475 -0.0317 -0.0362 0.6480
C 0.297932 0.783049 0.403854 0.3943 -2.5384 -1.8315
H -0.109044 -1.119922 1.688990 1.2668 1.1099 -2.8204
C -0.572933 -0.024926 -0.566954 1.8949 -0.2578 7.1287
N -1.951892 -0.009496 -0.268169 -1.3477 -0.2607 -0.7544
N 2.325083 -2.098890 -0.291845 0.1336 -0.1308 -0.2480
H -0.243285 1.284896 1.094972 -1.5410 1.5569 2.2000
O -2.313749 -0.082486 0.893250 -0.0032 0.2058 -0.3284
H -0.219773 -0.116057 -1.486344 0.9093 -0.6461 -4.0018
```
Positions in Å, forces in eV/Å.

The strongest force on any atom is 7.4 eV/A. Its frontier orbital gap is 10.180 eV. The value obtained for the LUMO energy is -1.20 eV. The SMILES is N#C[C@@H]1[C@H](C#N)[C@H]1[N+](=O)[O-]. The energy above the lowest of the compared OMol25 structures with the same formula, charge and spin is 5.424 eV. For the electronic energy, the calculation gives -13793.0663 eV.


# 8
A structure of composition C5H3NO, computed with the ωB97M-V functional and the def2-TZVPD basis.

XYZ file:
```
10
Properties=species:S:1:pos:R:3:forces:R:3
C -0.777664 -2.406690 1.697769 0.2201 0.6266 -0.4570
C 0.384786 1.001946 0.554627 0.3123 0.2308 0.0370
H 0.428484 1.398020 1.561319 -0.0191 -0.0565 -0.1411
H -0.896879 0.632843 0.227327 -0.1663 -0.0435 -0.1185
C -0.442938 -1.436546 0.978758 -0.2390 -0.6222 0.4551
H -0.071428 -0.976201 -2.024132 0.0021 0.0784 0.1076
C 0.095198 -0.259247 -1.231684 0.0004 0.0302 0.1464
N 0.814558 1.703689 -0.481590 -0.1454 -0.1634 0.3806
O 0.624695 0.886908 -1.560688 -0.0986 -0.2181 -0.1062
C -0.083862 -0.365440 0.179751 0.1334 0.1376 -0.3040
```
Positions in Å, forces in eV/Å.

The strongest force on any atom is 0.8 eV/A. Its frontier orbital gap is 7.443 eV. The value obtained for the LUMO energy is -1.41 eV. The energy above the lowest of the compared OMol25 structures with the same formula, charge and spin is 7.553 eV. For the electronic energy, the calculation gives -8762.4539 eV.


# 9
A cluster of 2 separate species, C5H3NO in total, computed with the ωB97M-V functional and the def2-TZVPD basis.

XYZ file:
```
10
Properties=species:S:1:pos:R:3:forces:R:3
C 2.137335 0.867681 0.032507 1.1897 2.4014 -1.1087
C -1.323409 0.409161 -0.128483 1.1510 -0.1512 -1.4852
H 0.614635 -0.450353 0.548311 -0.1958 -0.6213 0.3530
O 2.751358 -2.493372 -0.045375 0.9521 -0.4602 -0.4586
C 2.356021 -1.423445 0.036606 -0.8209 -1.5252 0.6726
C 1.636391 -0.365092 0.260131 -0.0367 -0.9594 1.0378
N 2.580158 1.852552 -0.355418 0.2013 0.7122 0.1928
C -0.515540 0.310091 -1.018313 -0.5131 0.7845 -1.0255
H -1.908217 0.464955 0.730447 -0.7587 0.0439 0.7109
H 0.223980 0.376082 -1.843206 -1.1690 -0.2245 1.1110
```
Positions in Å, forces in eV/Å.

The strongest force on any atom is 2.9 eV/A. Its frontier orbital gap is 9.696 eV. The value obtained for the LUMO energy is 0.03 eV. The SMILES is N#CC=C=O.C#C. The energy above the lowest of the compared OMol25 structures with the same formula, charge and spin is 3.336 eV. For the electronic energy, the calculation gives -8766.6704 eV.


# 10
The molecule C5H3NO, computed with the ωB97M-V functional and the def2-TZVPD basis.

XYZ file:
```
10
Properties=species:S:1:pos:R:3:forces:R:3
H -0.604065 -1.456932 -0.350003 0.0713 0.1469 0.0020
O -0.791573 0.894877 1.420709 -0.0855 -0.1619 -0.7279
H 0.079922 -0.285558 -1.465579 -0.0198 0.0182 0.1879
C -1.920873 1.159384 -0.606317 -0.7867 0.6601 -0.6142
C 2.323608 -0.686351 0.823890 -0.4913 0.0229 -0.2595
C -0.033204 -0.517169 -0.399342 0.0267 -0.0112 -0.0151
H 3.260305 -0.695888 1.337032 -0.1545 -0.0552 -0.1105
N -2.687779 1.692547 -1.291538 0.8583 -0.6944 0.7403
C -0.889759 0.548696 0.273571 0.0540 0.0582 0.4850
C 1.263421 -0.653603 0.257578 0.5274 0.0164 0.3120
```
Positions in Å, forces in eV/Å.

The strongest force on any atom is 1.3 eV/A. Its frontier orbital gap is 10.205 eV. The value obtained for the LUMO energy is -0.55 eV. The SMILES is C#CCC(=O)C#N. The energy above the lowest of the compared OMol25 structures with the same formula, charge and spin is 1.829 eV. For the electronic energy, the calculation gives -8768.1775 eV.


# 11
A structure of composition C5H3NO2, computed with the ωB97M-V functional and the def2-TZVPD basis.

XYZ file:
```
11
Properties=species:S:1:pos:R:3:forces:R:3
H 2.503849 -0.845970 -0.475577 2.4445 -1.9082 0.1894
C -1.453608 -0.734600 1.095051 -5.6713 1.3960 3.6623
C 0.319299 -0.574710 0.219917 6.0965 -0.3859 0.8072
O 1.539728 0.713860 -1.173850 1.1125 -1.8198 0.6808
C 1.574358 -0.459373 -0.411236 -3.8580 1.5521 0.4861
N -0.395130 -1.363523 1.202507 2.6951 0.1923 -2.2212
O -1.607907 0.337997 0.235280 -0.9537 1.0886 1.6262
H -2.278891 -0.785839 1.969521 1.4607 -0.1655 -2.7251
C -0.288660 0.662570 -0.035744 -3.1703 -4.2856 0.5872
C 0.363753 1.255817 -0.970785 -0.3708 3.7201 -3.5524
H -0.004469 1.863398 -1.786151 0.2148 0.6160 0.4594
```
Positions in Å, forces in eV/Å.

The strongest force on any atom is 6.9 eV/A. Its frontier orbital gap is 9.758 eV. The value obtained for the LUMO energy is 0.92 eV. The energy above the lowest of the compared OMol25 structures with the same formula, charge and spin is 2.684 eV. For the electronic energy, the calculation gives -10814.7300 eV.


# 12
The molecule C5H3NO2, computed with the ωB97M-V functional and the def2-TZVPD basis.

XYZ file:
```
11
Properties=species:S:1:pos:R:3:forces:R:3
C -0.029182 -0.020778 -1.254283 1.7296 2.6795 5.8742
H 0.654848 2.159549 -1.704652 -0.1040 -2.7904 2.1511
C -0.101792 -0.461227 0.072409 3.2711 3.7456 -3.2162
C 0.908617 1.488790 0.370187 1.5432 5.7467 -1.3504
N 0.608310 1.293743 -1.016642 -0.1798 0.5400 -1.7441
C -0.700726 -1.438695 0.691791 -3.9000 -7.2623 4.4064
C -1.222420 -2.334977 1.380617 0.3503 1.9058 -2.2456
O 0.664516 0.365590 1.020617 -1.6028 -0.0739 -1.5487
H -1.948053 -3.068963 1.753986 0.9847 0.7375 -0.0694
O 1.326022 2.634194 0.800033 -1.6539 -5.3692 -1.2936
H -0.160140 -0.617227 -2.114062 -0.4384 0.1407 -0.9636
```
Positions in Å, forces in eV/Å.

The strongest force on any atom is 9.3 eV/A. Its frontier orbital gap is 8.478 eV. The value obtained for the LUMO energy is -0.16 eV. The SMILES is C#Cc1c[nH]c(=O)o1. The energy above the lowest of the compared OMol25 structures with the same formula, charge and spin is 2.583 eV. For the electronic energy, the calculation gives -10814.8312 eV.


# 13
The molecule C5H3NO2, computed with the ωB97M-V functional and the def2-TZVPD basis.

XYZ file:
```
11
Properties=species:S:1:pos:R:3:forces:R:3
C -1.638217 1.014012 -0.320880 -1.1543 0.5174 0.5078
H 0.716944 0.144703 1.838328 0.1439 -1.0337 -2.7869
O 1.470487 0.431732 -1.068905 1.9218 -0.4855 -1.3771
H -0.059076 -1.371465 1.205773 1.6164 0.7937 -1.0290
C -2.838238 1.839925 -0.362515 -4.5169 4.8051 2.4980
H 2.547407 -2.223195 -1.352660 -1.2589 1.9618 3.8972
C 1.494522 -0.481046 -0.336907 1.0065 -3.8699 1.2071
C -0.679775 0.339867 0.011617 0.1945 -0.1323 2.3157
N -3.765784 2.651900 -0.085289 7.0459 -6.3920 -2.4876
C 0.517618 -0.457146 0.816723 -4.3494 1.4697 1.1095
O 2.234114 -1.889287 -0.345286 -0.6495 2.3658 -3.8547
```
Positions in Å, forces in eV/Å.

The strongest force on any atom is 9.8 eV/A. Its frontier orbital gap is 10.612 eV. The value obtained for the LUMO energy is 0.09 eV. The SMILES is N#CC#CCC(=O)O. The energy above the lowest of the compared OMol25 structures with the same formula, charge and spin is 4.217 eV. For the electronic energy, the calculation gives -10813.1975 eV.


# 14
The molecule C5H3NO2, computed with the ωB97M-V functional and the def2-TZVPD basis.

XYZ file:
```
11
Properties=species:S:1:pos:R:3:forces:R:3
O -1.304213 -1.130453 0.005281 2.2126 -0.4539 -0.2182
H 1.748939 -2.082389 -0.121526 0.0610 0.8582 0.3854
C 1.310447 -1.092469 0.044912 0.2230 -0.4189 -0.7793
N -2.106915 -0.033796 -0.008621 -1.3461 -0.0742 0.1444
H 1.778172 2.070267 -0.121759 0.0594 0.0588 0.3783
C -0.015394 0.717708 -0.050237 0.1528 2.4580 0.9808
H -2.047096 1.895059 0.213931 -0.1829 1.4784 -0.3210
C -1.454475 1.066087 -0.030847 1.8579 -1.8783 0.4345
C 0.034670 -0.654816 0.008976 -2.4396 -1.3143 -0.2186
C 1.296505 1.125236 0.057745 -1.0033 0.5181 -1.4706
O 2.083947 0.053347 -0.016980 0.4052 -1.2321 0.6843
```
Positions in Å, forces in eV/Å.

The strongest force on any atom is 2.8 eV/A. Its frontier orbital gap is 9.554 eV. The value obtained for the LUMO energy is 0.71 eV. The SMILES is c1noc2cocc12. The energy above the lowest of the compared OMol25 structures with the same formula, charge and spin is 2.274 eV. For the electronic energy, the calculation gives -10815.1406 eV.